Computed, not measured: C16H23N3OS in the gas phase, with ωB97M-V/def2-TZVPD.

The calculation puts the HOMO energy at -7.35 eV. The calculation puts the electronic energy at -34318.3319 eV. The energy above the lowest of the compared OMol25 structures with the same formula, charge and spin comes out at 42.8 kcal per mole.

```
44
Properties=species:S:1:pos:R:3:forces:R:3:lowdin_charge:R:1
C -5.92114 1.45558 0.97933 0.0 -0.1 0.1 -0.09
N -5.36558 0.68678 -0.10235 -0.4 0.3 -0.1 -0.23
C -6.28370 0.26128 -1.13191 0.0 -0.1 -0.2 -0.05
C -4.16894 0.08606 -0.00783 0.7 0.1 0.5 -0.58
N -3.68339 -0.72336 -0.87819 -0.7 -0.1 -0.5 0.10
C -2.42227 -1.13617 -0.55423 0.6 0.2 0.7 -0.32
C -1.62613 -2.00769 -1.28967 0.0 0.1 0.1 -0.01
C -0.37009 -2.32659 -0.82651 0.2 0.0 0.1 -0.01
C 0.12932 -1.79828 0.37181 -0.2 0.0 -0.1 -0.28
O 1.37976 -2.22496 0.71432 -0.2 -0.2 -0.3 -0.07
C 2.06238 -1.59857 1.77918 0.1 0.4 0.3 -0.17
C 2.51034 -0.16286 1.46908 0.0 -0.4 -0.1 -0.17
N 3.76944 -0.14964 0.74934 0.1 0.0 0.2 -0.17
C 3.69128 -0.66121 -0.60944 -0.1 -0.1 -0.2 -0.18
C 3.01807 0.30262 -1.59415 0.2 0.0 0.1 -0.18
C 3.73557 1.65027 -1.57506 -0.3 0.1 0.1 -0.21
C 3.79678 2.18499 -0.14616 0.2 -0.2 0.0 -0.19
C 4.44265 1.13559 0.76705 -0.1 0.3 0.0 -0.20
C -0.65020 -0.92560 1.12155 0.3 -0.1 0.1 -0.04
C -1.91012 -0.61145 0.64816 -0.3 -0.1 -0.4 -0.47
S -3.09005 0.44381 1.38081 -0.2 -0.2 -0.4 1.07
H -5.12527 1.95423 1.53019 -0.1 0.1 0.0 0.05
H -6.59049 2.21123 0.56697 0.0 0.0 0.1 0.09
H -6.48826 0.82597 1.67466 0.0 0.0 0.0 0.10
H -6.73953 1.13696 -1.59746 0.0 0.0 0.0 0.09
H -7.07431 -0.37032 -0.71499 0.0 0.0 0.0 0.09
H -5.72868 -0.30305 -1.87617 -0.1 0.0 0.0 0.08
H -2.00220 -2.41830 -2.21259 0.0 -0.1 -0.1 0.11
H 0.26560 -3.00048 -1.37868 0.1 -0.1 -0.1 0.12
H 1.44732 -1.61440 2.68732 0.0 0.0 -0.1 0.12
H 2.94689 -2.21778 1.94547 -0.1 0.1 0.1 0.13
H 1.69654 0.35229 0.93458 0.0 0.0 0.1 0.11
H 2.67213 0.35447 2.41862 -0.1 0.0 0.0 0.13
H 3.16190 -1.61355 -0.59265 0.1 0.0 -0.1 0.11
H 4.71942 -0.84749 -0.93753 0.0 0.0 -0.1 0.12
H 1.96866 0.43723 -1.32120 -0.1 0.0 0.0 0.11
H 3.04446 -0.12860 -2.59617 -0.1 0.0 0.0 0.11
H 3.22341 2.36308 -2.22561 0.1 0.0 0.0 0.11
H 4.75328 1.52088 -1.95303 0.1 0.0 -0.1 0.11
H 2.78782 2.40855 0.20769 0.0 0.1 0.0 0.11
H 4.37756 3.10841 -0.10897 0.0 0.1 0.0 0.11
H 4.47678 1.49650 1.79835 0.1 0.0 0.0 0.11
H 5.47186 0.96105 0.43600 0.0 0.1 0.0 0.12
H -0.30887 -0.49750 2.05006 0.1 0.0 0.1 0.11
```
Forces are in eV/Å.